# 1
Computed, not measured: a 2-piece molecular cluster, C7H9BrClF3O overall, with ωB97M-V/def2-TZVPD.

Each line ends with the Löwdin charge.
Geometry (Å):
C: -0.023 0.885 -0.430  -0.0831
C: 0.465 0.009 -1.358  -0.3021
C: -0.194 -0.101 -2.650  -0.0507
C: 1.823 -0.671 -1.048  -0.0008
C: 0.508 1.208 0.902  -0.2189
C: -0.671 -0.087 2.259  -0.9795
C: -1.379 -1.129 1.470  -0.7417
O: 0.186 2.405 1.465  -0.0426
F: -0.527 -1.876 0.738  0.0843
F: -2.276 -0.538 0.607  0.0786
F: -2.119 -2.077 2.166  0.0675
Cl: -1.754 0.907 3.237  0.6496
Br: 0.757 -1.039 3.261  0.6763
H: -0.895 1.533 -0.795  0.1452
H: -0.676 0.745 -3.027  0.0648
H: -0.843 -0.921 -2.427  0.0914
H: 0.502 -0.427 -3.483  0.1134
H: 2.621 -0.196 -1.610  0.0970
H: 1.701 -1.631 -1.329  0.0469
H: 2.029 -0.476 -0.031  0.0422
H: 1.524 0.865 1.021  0.1020
H: -0.758 2.612 1.062  0.1601

Results
Energy relative to the best compared isomer or geometry (same formula, charge and spin) = 50.0 kJ/mol
Spin multiplicity = 1
HOMO energy (alpha / beta) = -8.554 / -8.554 eV
Kohn-Sham gap (alpha / beta) = 8.65 / 8.65 eV
Energy = -3681.072432 Eh
Lowest unoccupied orbital energy (alpha / beta) = 0.0959 / 0.0956 eV

# 2
Computed, not measured: C36H24F5HfN7O2S2 as an isolated structure, with ωB97M-V/def2-TZVPD.

Each line ends with the Löwdin charge.
Geometry (Å):
Hf: 0.428 0.146 -0.040  1.5124
N: -0.582 -1.950 3.877  0.1630
C: -0.399 -1.720 2.592  -0.0905
N: -0.046 -0.561 2.096  0.0151
C: 0.106 0.534 2.969  -0.2609
N: 0.281 1.743 2.540  0.1100
N: 0.342 1.911 1.187  -0.1376
C: -0.029 3.033 0.689  0.0025
C: -0.128 3.142 -0.761  -0.2581
C: -0.337 4.353 -1.398  0.0315
C: -0.427 4.375 -2.784  -0.0006
C: -0.329 3.182 -3.479  -0.0006
C: -0.156 2.004 -2.769  -0.1192
N: -0.050 1.976 -1.444  -0.0713
C: 0.032 0.304 4.399  -0.0784
C: 0.300 1.302 5.340  0.0126
C: 0.191 1.025 6.684  -0.0309
C: -0.188 -0.248 7.114  -0.0256
C: -0.453 -1.248 6.200  0.0090
C: -0.340 -0.970 4.845  -0.1538
H: -0.891 -2.861 4.182  0.1783
H: -0.548 -2.549 1.909  0.1548
H: -0.343 3.855 1.326  0.1573
H: -0.411 5.266 -0.823  0.1337
H: -0.572 5.311 -3.306  0.1298
H: -0.390 3.156 -4.558  0.1279
H: -0.097 1.049 -3.278  0.1306
H: 0.591 2.281 4.987  0.1219
H: 0.398 1.796 7.414  0.1222
H: -0.271 -0.456 8.171  0.1248
H: -0.742 -2.238 6.533  0.1274
F: 6.942 0.529 2.717  0.1657
C: 5.972 0.617 1.829  -0.1292
C: 4.664 0.351 2.196  -0.1426
F: 4.348 -0.005 3.437  0.1396
C: 3.682 0.458 1.235  -0.2416
F: 2.392 0.158 1.596  -0.0264
C: 3.901 0.801 -0.085  -0.5206
S: 2.599 0.909 -1.235  0.7197
C: 5.229 1.065 -0.424  -0.2267
F: 5.527 1.407 -1.669  0.1195
C: 6.246 0.975 0.512  -0.1273
F: 7.493 1.229 0.159  0.1635
C: -5.186 2.094 -5.170  -0.0267
C: -4.510 1.457 -3.993  -0.2388
C: -3.994 2.225 -2.952  -0.0150
C: -3.350 1.634 -1.879  -0.0597
C: -3.237 0.251 -1.836  -0.2795
C: -3.790 -0.541 -2.836  -0.0338
C: -4.413 0.065 -3.908  -0.0039
S: -2.311 -0.478 -0.528  0.6732
O: -2.995 -1.503 0.191  -0.2272
O: -1.766 0.636 0.289  -0.3933
N: -0.897 -1.018 -1.143  -0.2364
C: -0.658 -2.393 -1.350  -0.2564
C: -1.559 -3.307 -1.842  0.0064
C: -1.169 -4.627 -2.129  -0.0309
C: 0.115 -5.039 -1.924  -0.0051
C: 1.046 -4.155 -1.338  -0.1357
C: 2.370 -4.527 -1.034  0.0411
C: 3.185 -3.637 -0.389  -0.0032
C: 2.681 -2.387 -0.029  -0.0930
N: 1.458 -1.970 -0.318  -0.0101
C: 0.645 -2.839 -1.005  -0.1593
H: -4.957 3.156 -5.235  0.0840
H: -6.269 1.988 -5.084  0.1010
H: -4.888 1.603 -6.096  0.0914
H: -4.110 3.302 -2.974  0.1249
H: -2.967 2.227 -1.059  0.1105
H: -3.760 -1.618 -2.764  0.1031
H: -4.850 -0.547 -4.687  0.1311
H: -2.583 -3.018 -2.012  0.0942
H: -1.899 -5.310 -2.541  0.1238
H: 0.433 -6.040 -2.183  0.1291
H: 2.717 -5.517 -1.306  0.1373
H: 4.206 -3.888 -0.138  0.1250
H: 3.321 -1.715 0.523  0.1008

Results
Energy relative to the best compared isomer or geometry (same formula, charge and spin) = 17.3 kJ/mol
Spin multiplicity = 1
HOMO energy = -12.982 eV
Kohn-Sham gap = 6.43 eV
Energy = -3263.443585 Eh
Total charge = +2
Lowest unoccupied orbital energy = -6.5542 eV

# 3
Computed, not measured: C41H51N4O2P2Re as an isolated structure, with ωB97M-V/def2-TZVPD.

Each line ends with the Löwdin charge.
Geometry (Å):
Re: -0.310 0.034 -0.491  1.4768
O: -0.636 0.870 -2.192  -0.2910
C: -1.753 0.744 -2.992  -0.3145
C: -1.566 0.824 -4.364  -0.0107
C: -2.653 0.761 -5.220  -0.0568
C: -3.944 0.628 -4.715  -0.0676
C: -4.120 0.556 -3.347  -0.0309
C: -3.034 0.605 -2.468  -0.1626
C: -3.302 0.474 -1.035  -0.0918
N: -2.378 0.249 -0.186  -0.1662
N: -2.814 0.043 1.147  0.1242
C: -1.810 -0.360 1.853  -0.4580
O: -0.589 -0.517 1.368  -0.2934
C: -1.980 -0.663 3.293  -0.1613
C: -3.200 -0.439 3.926  -0.0253
C: -3.338 -0.720 5.275  -0.0686
C: -2.263 -1.228 5.996  -0.0721
C: -1.047 -1.453 5.367  -0.0654
C: -0.904 -1.167 4.016  -0.0259
H: -0.556 0.937 -4.738  0.1257
H: -2.492 0.820 -6.288  0.1123
H: -4.796 0.584 -5.380  0.1098
H: -5.116 0.455 -2.931  0.1203
H: -4.324 0.504 -0.666  0.1398
H: -4.031 -0.046 3.355  0.1097
H: -4.286 -0.543 5.767  0.1073
H: -2.376 -1.447 7.050  0.1076
H: -0.208 -1.845 5.928  0.1075
H: 0.043 -1.326 3.518  0.1022
C: 1.291 4.358 3.558  -0.1139
C: 1.436 3.017 2.843  -0.5624
C: 1.848 1.921 3.832  -0.1325
P: -0.134 2.450 2.019  1.1500
C: -1.111 3.971 1.574  -0.4994
C: -2.244 4.250 2.559  -0.0992
C: -1.657 3.617 0.206  -0.1640
C: 1.727 2.194 -0.263  -0.2067
C: 2.394 3.418 -0.272  -0.0335
C: 3.618 3.606 -0.900  -0.2594
C: 4.311 4.943 -0.904  -0.0401
C: 4.157 2.513 -1.570  -0.0229
C: 3.534 1.276 -1.552  -0.0122
C: 2.346 1.088 -0.845  -0.2049
N: 1.610 -0.151 -0.799  -0.1200
C: 2.245 -1.408 -1.144  -0.2613
C: 3.602 -1.645 -0.955  -0.0263
C: 4.168 -2.848 -1.352  -0.0170
C: 3.411 -3.854 -1.940  -0.2611
C: 4.040 -5.144 -2.397  -0.0387
C: 2.039 -3.648 -2.019  -0.0497
C: 1.443 -2.462 -1.597  -0.2752
P: -0.315 -2.306 -1.175  1.0178
C: -0.499 -3.503 0.219  -0.4950
C: 0.657 -3.355 1.214  -0.1000
C: -0.637 -4.972 -0.180  -0.0911
C: -1.429 -2.754 -2.557  -0.5096
C: -1.059 -3.937 -3.450  -0.0934
C: -2.855 -2.866 -1.997  -0.0971
H: 2.195 4.576 4.130  0.0843
H: 0.459 4.346 4.268  0.0753
H: 1.135 5.192 2.871  0.0642
H: 2.224 3.097 2.093  0.0786
H: 1.139 1.862 4.662  0.0767
H: 2.839 2.132 4.243  0.0805
H: 1.879 0.934 3.364  0.0630
H: -0.472 4.854 1.484  0.1056
H: -2.892 3.374 2.647  0.0764
H: -2.850 5.102 2.242  0.0839
H: -1.860 4.474 3.553  0.0693
H: -2.382 2.806 0.265  0.1093
H: -0.760 2.685 -1.473  0.1315
H: -2.103 4.459 -0.324  0.1411
H: 1.940 4.269 0.237  0.1205
H: 4.007 5.554 -0.054  0.0778
H: 4.079 5.501 -1.815  0.0870
H: 5.394 4.824 -0.864  0.0827
H: 5.084 2.627 -2.122  0.1214
H: 3.963 0.470 -2.125  0.1080
H: 4.222 -0.906 -0.472  0.1148
H: 5.231 -3.001 -1.199  0.1236
H: 4.956 -4.960 -2.959  0.0839
H: 3.362 -5.711 -3.035  0.0786
H: 4.302 -5.774 -1.544  0.0878
H: 1.417 -4.455 -2.387  0.0956
H: -1.423 -3.176 0.707  0.1066
H: 1.568 -3.804 0.811  0.0827
H: 0.399 -3.890 2.131  0.0907
H: 0.872 -2.322 1.481  0.0507
H: 0.243 -5.324 -0.722  0.0715
H: -1.518 -5.173 -0.784  0.0577
H: -0.716 -5.581 0.723  0.0896
H: -1.384 -1.854 -3.177  0.0879
H: -0.969 -4.871 -2.896  0.0638
H: -0.127 -3.761 -3.987  0.0751
H: -1.844 -4.076 -4.198  0.0878
H: -3.034 -3.853 -1.569  0.0752
H: -3.577 -2.720 -2.802  0.0879
H: -3.065 -2.126 -1.222  0.0537
N: -0.494 3.124 -0.585  0.0220
C: 0.294 2.057 0.209  -0.4371
H: 0.110 3.915 -0.809  0.1502

Results
Energy relative to the best compared isomer or geometry (same formula, charge and spin) = 0.0 kJ/mol
<S²> = 0.763
Spin multiplicity = 2
HOMO energy (alpha / beta) = -10.017 / -9.869 eV
Kohn-Sham gap (alpha / beta) = 6.95 / 6.70 eV
Energy = -2723.303678 Eh
Total charge = +1
Lowest unoccupied orbital energy (alpha / beta) = -3.0703 / -3.1721 eV

# 4
Computed, not measured: C38H44AsN6NiP as an isolated structure, with ωB97M-V/def2-TZVPD.

Each line ends with the Löwdin charge.
Geometry (Å):
Ni: -0.008 0.104 0.738  0.2599
C: 6.007 -1.401 0.532  -0.0895
C: 5.686 -1.350 -0.817  -0.0775
C: 4.423 -0.945 -1.220  -0.0976
C: 3.461 -0.590 -0.276  -0.3258
C: 3.797 -0.639 1.076  -0.1022
C: 5.060 -1.042 1.479  -0.0858
P: 1.793 0.044 -0.685  1.0871
C: 1.462 -0.498 -2.386  -0.3367
C: 0.672 0.329 -3.186  -0.0716
C: 0.253 -0.097 -4.435  -0.0731
C: 0.604 -1.358 -4.898  -0.0895
C: 1.367 -2.196 -4.098  -0.0867
C: 1.784 -1.776 -2.844  -0.1202
C: 2.179 1.817 -0.880  -0.3020
C: 3.224 2.304 -1.623  -0.0765
C: 3.420 3.693 -1.726  -0.0821
C: 2.569 4.557 -1.092  -0.0393
C: 1.480 4.084 -0.324  -0.1774
C: 0.577 4.955 0.325  -0.0578
C: -0.467 4.436 1.038  -0.1049
C: -0.649 3.041 1.153  -0.1866
C: 0.205 2.135 0.566  -0.1847
C: 1.278 2.679 -0.203  -0.2073
H: 6.996 -1.715 0.843  0.1007
H: 6.427 -1.617 -1.559  0.1040
H: 4.183 -0.893 -2.274  0.0993
H: 3.054 -0.354 1.814  0.0852
H: 5.310 -1.076 2.533  0.1004
H: 0.373 1.303 -2.818  0.1127
H: -0.363 0.553 -5.042  0.1051
H: 0.272 -1.692 -5.872  0.1001
H: 1.630 -3.187 -4.447  0.1008
H: 2.351 -2.449 -2.214  0.0959
H: 3.898 1.628 -2.136  0.1003
H: 4.239 4.073 -2.323  0.0989
H: 2.708 5.630 -1.175  0.1085
H: 0.722 6.026 0.238  0.1040
H: -1.164 5.106 1.532  0.0958
H: -1.490 2.681 1.739  0.0664
C: -4.958 -1.427 -1.163  -0.0654
C: -3.733 -2.031 -0.468  -0.6305
C: -3.243 -3.244 -1.273  -0.0618
C: -4.121 -2.484 0.950  -0.0563
C: -2.633 -1.054 -0.341  -0.1732
C: -1.686 -0.300 -0.191  -0.0973
H: -5.780 -2.148 -1.166  0.0826
H: -4.723 -1.167 -2.196  0.0742
H: -5.290 -0.526 -0.647  0.0654
H: -4.069 -3.935 -1.464  0.0796
H: -2.465 -3.775 -0.721  0.0672
H: -2.828 -2.922 -2.230  0.0836
H: -4.834 -3.312 0.909  0.0798
H: -4.575 -1.658 1.500  0.0788
H: -3.232 -2.802 1.497  0.0793
N: 1.523 1.294 6.445  0.1648
C: 1.134 1.168 5.158  -0.5016
N: 1.900 1.743 4.201  0.1956
N: 0.045 0.504 4.905  0.1200
C: -0.358 0.333 3.676  -0.2759
N: -0.719 0.178 2.587  0.1662
H: 2.447 1.615 6.670  0.1058
H: 1.051 0.715 7.117  0.1122
H: 2.628 2.388 4.453  0.1111
H: 1.493 1.858 3.283  0.0923
N: 2.094 -5.881 0.868  0.1187
C: 1.494 -4.654 0.955  -0.3199
C: 1.598 -3.872 2.109  -0.0161
C: 1.051 -2.606 2.114  -0.1413
N: 0.424 -2.063 1.073  -0.0037
C: 0.286 -2.825 -0.016  -0.1558
C: 0.796 -4.101 -0.123  -0.0091
H: 2.396 -6.329 1.715  0.0959
H: 1.838 -6.491 0.112  0.0967
H: 2.097 -4.259 2.989  0.1081
H: 1.121 -1.997 3.011  0.1000
H: -0.268 -2.376 -0.833  0.0908
H: 0.655 -4.670 -1.034  0.1147
C: -4.228 4.485 -0.722  -0.3579
As: -3.405 2.687 -0.826  1.0678
C: -4.362 1.982 0.737  -0.3381
C: -4.621 2.003 -2.217  -0.3490
H: -5.316 4.412 -0.662  0.0130
H: -3.963 5.077 -1.599  0.0083
H: -3.863 5.009 0.162  0.0024
H: -5.439 2.133 0.641  0.0201
H: -4.017 2.495 1.636  0.0108
H: -4.138 0.922 0.846  -0.0161
H: -5.672 2.113 -1.940  0.0213
H: -4.407 0.948 -2.388  -0.0199
H: -4.447 2.541 -3.149  0.0116

Results
Energy relative to the best compared isomer or geometry (same formula, charge and spin) = 123.1 kJ/mol
<S²> = 2.011
Spin multiplicity = 3
HOMO energy (alpha / beta) = -6.315 / -6.992 eV
Kohn-Sham gap (alpha / beta) = 6.42 / 7.09 eV
Energy = -5888.333023 Eh
Lowest unoccupied orbital energy (alpha / beta) = 0.1070 / 0.1013 eV

# 5
Computed, not measured: a 18-piece molecular cluster, C10H44N2O18 overall, with ωB97M-V/def2-TZVPD.

Each line ends with the Löwdin charge.
Geometry (Å):
O: -2.943 2.946 3.524  -0.0800
C: -3.779 2.589 2.427  -0.2251
C: -4.224 1.108 2.492  -0.1065
C: -3.718 0.316 1.313  -0.1603
C: -4.580 -0.135 0.351  -0.0034
C: -4.101 -0.846 -0.774  -0.0583
C: -2.772 -1.088 -0.904  -0.0289
C: -1.839 -0.653 0.060  -0.1973
N: -0.503 -0.910 -0.131  0.1225
C: 0.260 -0.420 0.823  -0.1093
C: -0.214 0.276 1.954  -0.0748
N: -1.480 0.519 2.147  0.1687
C: -2.321 0.061 1.181  -0.1555
H: -2.050 3.062 3.190  0.0797
H: -4.644 3.251 2.397  0.1146
H: -3.230 2.754 1.497  0.1167
H: -5.312 1.095 2.463  0.1107
H: -3.872 0.678 3.427  0.1132
H: -5.633 0.078 0.478  0.1186
H: -4.809 -1.189 -1.513  0.0936
H: -2.415 -1.627 -1.771  0.0987
H: 1.334 -0.554 0.740  0.0815
H: 0.499 0.616 2.697  0.1176
O: 2.403 -1.252 -2.205  -0.0451
H: 1.618 -0.994 -1.711  0.0081
H: 2.611 -2.140 -1.879  0.0361
O: -2.856 2.199 -2.281  -0.0446
H: -2.780 2.150 -3.241  0.0450
H: -2.386 1.422 -1.956  0.0211
O: -0.594 -1.733 -3.350  -0.0631
H: -0.442 -1.658 -2.400  -0.0196
H: 0.056 -1.149 -3.752  0.0348
O: -5.376 0.199 -3.380  -0.0564
H: -4.710 0.779 -2.985  0.0232
H: -5.495 0.546 -4.272  0.0564
O: 3.152 -0.861 2.088  -0.0559
H: 2.542 -1.158 2.776  0.0228
H: 3.632 -1.659 1.841  0.0469
O: 2.576 -0.813 5.171  -0.0790
H: 2.757 -0.734 6.110  0.0326
H: 3.205 -0.202 4.752  -0.0156
O: 4.472 1.271 4.556  -0.0553
H: 4.796 1.620 3.722  0.0303
H: 5.135 1.565 5.188  0.0401
O: 6.314 3.300 4.004  -0.0517
H: 7.006 3.896 4.321  0.0134
H: 6.196 3.557 3.084  0.0496
O: -3.630 1.311 6.188  -0.0673
H: -3.237 1.850 5.488  0.0008
H: -3.114 1.515 6.973  0.0304
O: -3.644 -0.966 -5.480  -0.0672
H: -4.263 -1.292 -4.816  0.0129
H: -3.146 -1.742 -5.755  0.0363
O: 3.954 0.180 -4.275  -0.0613
H: 3.317 -0.141 -3.622  -0.0047
H: 4.413 -0.619 -4.561  0.0055
O: 4.387 -2.690 -4.835  -0.0479
H: 3.501 -2.644 -5.208  0.0482
H: 4.656 -3.607 -4.944  0.0468
O: 1.947 -3.021 -0.107  -0.0541
H: 1.649 -3.753 0.447  0.0546
H: 1.235 -2.371 -0.053  -0.0055
O: -7.424 -2.255 -3.056  -0.0623
H: -8.321 -2.069 -2.765  0.0337
H: -6.983 -1.398 -3.060  -0.0082
O: 1.104 -5.796 -0.814  -0.0578
H: 1.475 -5.049 -1.297  0.0177
H: 0.344 -6.069 -1.338  0.0407
O: 9.074 4.727 4.653  -0.0461
H: 9.787 4.112 4.453  0.0470
H: 9.496 5.447 5.131  0.0447
O: 4.222 2.386 -6.613  -0.0691
H: 4.087 1.870 -5.807  -0.0039
H: 3.657 1.961 -7.264  0.0253

Results
Energy relative to the best compared isomer or geometry (same formula, charge and spin) = 0.0 kJ/mol
Spin multiplicity = 1
HOMO energy = -9.301 eV
Kohn-Sham gap = 8.53 eV
Energy = -1871.283391 Eh
Lowest unoccupied orbital energy = -0.7739 eV